(1)
A cluster of 22 separate species, C34H118N6O22 in total in a non-equilibrium geometry, computed with ωB97M-V/def2-TZVPD.

Output
Multiplicity ... 1
Total charge ... 0
Orbital gap ... 9.174 eV
Maximum force ... 3.355 eV Å⁻¹

XYZ file:
```
180
Properties=species:S:1:pos:R:3:mulliken_charge:R:1
C 2.470 -3.831 -1.613 -0.517
C 1.994 -4.212 -2.982 -0.006
C 0.783 -5.166 -2.950 -0.032
O 0.406 -5.493 -4.285 -0.385
C -0.951 -5.884 -4.416 -0.482
N 1.785 -2.979 -3.876 -0.351
H 3.395 -3.211 -1.709 0.291
H 2.712 -4.654 -0.939 0.563
H 1.734 -3.218 -1.144 -0.726
H 2.773 -4.774 -3.460 0.444
H -0.004 -4.630 -2.415 -0.147
H 0.960 -6.120 -2.424 0.426
H -1.150 -5.566 -5.392 0.310
H -1.565 -5.391 -3.677 0.051
H -1.071 -6.972 -4.527 0.270
H 0.942 -2.389 -3.648 -0.173
H 1.634 -3.330 -4.801 0.407
C -1.678 4.293 -1.791 -1.628
C -1.290 2.996 -2.476 1.861
C -0.719 3.303 -3.869 -1.815
O -0.288 2.064 -4.464 0.586
C -0.088 2.292 -5.861 -1.153
N -0.293 2.237 -1.730 1.974
H -2.057 4.123 -0.758 0.096
H -2.394 4.889 -2.332 0.498
H -0.812 4.972 -1.664 0.303
H -2.196 2.433 -2.660 -0.682
H 0.065 4.043 -3.753 0.539
H -1.509 3.806 -4.467 0.382
H -1.079 2.361 -6.362 0.296
H 0.589 1.530 -6.326 0.195
H 0.403 3.246 -5.954 0.427
H -0.482 2.155 -0.707 -0.674
H -0.088 1.265 -1.997 -1.179
C -2.715 -2.555 -5.182 -0.456
C -2.692 -1.585 -6.364 0.137
C -2.967 -0.124 -5.867 -0.136
O -4.106 -0.115 -5.064 -0.439
C -4.402 1.138 -4.524 -0.546
N -1.440 -1.659 -7.087 -0.760
H -3.723 -2.976 -4.926 0.290
H -2.181 -2.125 -4.315 -0.269
H -2.122 -3.443 -5.417 0.089
H -3.444 -1.859 -7.128 0.468
H -3.061 0.613 -6.657 0.529
H -2.026 0.137 -5.281 -0.197
H -3.670 1.541 -3.805 -0.024
H -5.351 1.056 -4.020 0.397
H -4.424 1.884 -5.319 0.498
H -0.735 -1.453 -6.422 0.229
H -1.507 -1.006 -7.850 0.297
C -3.116 0.937 3.586 -0.518
C -2.621 1.881 4.726 0.411
C -2.424 1.271 6.080 -0.717
O -1.988 2.199 7.028 -0.323
C -1.564 1.714 8.339 -0.725
N -1.436 2.566 4.349 -0.335
H -2.464 0.102 3.440 -0.338
H -3.131 1.531 2.637 -0.144
H -4.112 0.625 3.823 0.667
H -3.481 2.607 4.868 0.244
H -1.741 0.370 5.922 0.197
H -3.345 0.800 6.489 0.457
H -0.669 1.082 8.267 0.278
H -2.390 1.164 8.769 0.307
H -1.348 2.565 8.950 0.257
H -1.008 3.113 5.074 0.331
H -0.784 1.855 4.093 -0.097
C -6.369 3.632 -1.304 -1.532
C -6.361 2.159 -0.905 0.692
C -4.905 1.891 -0.541 0.016
O -4.587 0.611 -0.074 -0.641
C -3.181 0.357 -0.010 0.646
N -7.322 1.892 0.178 -0.845
H -7.413 3.968 -1.277 0.484
H -6.100 3.780 -2.325 0.317
H -5.783 4.245 -0.606 0.335
H -6.684 1.578 -1.732 0.143
H -4.514 2.684 0.127 0.287
H -4.371 2.153 -1.452 -0.307
H -2.634 1.026 0.667 -0.407
H -2.669 0.468 -0.972 -0.036
H -3.138 -0.704 0.265 0.159
H -7.119 2.489 0.962 0.315
H -7.100 1.001 0.668 0.275
C 4.374 3.123 6.572 -1.411
C 3.747 3.108 5.190 0.214
C 4.469 2.219 4.124 -0.281
O 4.389 0.808 4.187 -0.199
C 5.050 0.174 5.286 -0.481
N 2.317 2.836 5.182 -0.432
H 5.312 3.697 6.441 0.321
H 4.421 2.142 7.033 0.377
H 3.670 3.706 7.156 0.417
H 3.850 4.078 4.745 0.330
H 5.542 2.477 4.124 0.442
H 4.052 2.450 3.159 -0.108
H 4.861 -0.884 5.178 0.077
H 4.629 0.548 6.266 0.119
H 6.169 0.410 5.350 0.283
H 2.020 2.054 5.751 0.258
H 1.978 2.734 4.234 0.027
O -1.044 3.161 1.215 -0.630
H -0.377 3.844 1.001 0.164
H -1.206 3.246 2.190 0.288
O 0.846 1.639 2.299 0.670
H 0.262 2.253 1.811 0.054
H 1.679 1.604 1.833 -0.109
O 1.566 -0.585 3.763 -0.278
H 2.527 -0.449 3.971 0.081
H 1.367 0.243 3.303 0.170
O -5.053 -1.478 -2.651 -0.820
H -4.990 -1.011 -1.781 0.202
H -4.667 -0.897 -3.291 0.500
O 1.198 4.837 0.614 -0.636
H 1.777 5.494 1.032 0.294
H 1.657 4.532 -0.172 0.298
O -0.230 -0.647 -3.868 0.635
H -0.181 0.318 -3.855 -0.175
H -0.282 -0.858 -2.899 0.086
C 2.898 3.464 -2.973 -0.384
O 2.018 4.040 -2.028 -0.568
H 2.334 2.959 -3.799 0.019
H 3.522 4.266 -3.338 0.446
H 3.628 2.708 -2.604 0.025
H 1.300 3.390 -1.859 0.097
C 3.610 0.383 -4.357 -0.178
O 4.133 -0.830 -3.991 -0.601
H 4.350 1.175 -4.028 0.294
H 3.363 0.526 -5.410 0.256
H 2.722 0.624 -3.726 -0.221
H 3.369 -1.488 -4.056 0.396
C 0.059 -1.210 -0.020 1.437
O -0.571 -1.509 -1.283 0.515
H 0.987 -1.854 0.038 -0.817
H 0.332 -0.126 0.010 -0.430
H -0.601 -1.491 0.816 -0.447
H -1.480 -1.863 -1.120 -0.446
C -1.213 -2.960 3.413 0.136
O 0.189 -3.128 3.636 -0.440
H -1.518 -2.885 2.370 -0.203
H -1.695 -3.785 3.856 0.453
H -1.531 -1.987 3.778 -0.266
H 0.634 -2.318 3.732 0.308
C 3.561 0.082 0.477 -0.212
O 3.029 1.390 0.485 0.056
H 2.780 -0.557 0.057 -0.317
H 4.472 -0.014 -0.113 0.447
H 3.633 -0.350 1.475 -0.016
H 3.798 1.940 0.790 0.108
C -3.296 -3.882 -0.828 -0.779
O -3.098 -2.573 -1.232 -0.342
H -3.295 -4.511 -1.723 0.248
H -2.437 -4.149 -0.200 0.149
H -4.242 -3.929 -0.260 0.245
H -3.677 -2.269 -1.959 0.345
C -0.191 -5.974 1.383 -0.493
O -0.127 -5.843 -0.041 -0.286
H -1.149 -5.870 1.771 0.358
H 0.270 -6.883 1.760 0.359
H 0.270 -5.061 1.720 -0.117
H -0.453 -6.709 -0.304 0.214
C 5.043 4.407 0.278 -0.702
O 4.649 3.513 1.336 -0.433
H 4.294 5.193 0.139 0.169
H 6.001 4.906 0.343 0.374
H 5.030 3.805 -0.621 0.205
H 5.450 3.248 1.830 0.278
C 4.217 -4.308 5.229 -0.519
O 4.962 -3.321 4.521 -0.509
H 4.660 -5.278 5.104 0.289
H 4.188 -3.960 6.250 0.260
H 3.193 -4.322 4.882 0.152
H 5.141 -3.628 3.621 0.377
C 3.385 -4.036 1.831 0.594
O 4.796 -3.945 1.868 -0.673
H 3.189 -5.100 1.964 0.389
H 2.950 -3.518 2.682 0.038
H 2.927 -3.735 0.898 -0.637
H 5.049 -3.062 1.583 0.326
```



(2)
A structure of composition C10H17Cl3HgN3OSSi, computed with ωB97M-V/def2-TZVPD.

Output
Multiplicity ... 2
Total charge ... -2
Orbital gap (spin up / spin down) ... 5.423 / 5.044 eV
Maximum force ... 0.838 eV Å⁻¹

XYZ file:
```
37
Properties=species:S:1:pos:R:3:mulliken_charge:R:1
Hg -1.200 1.238 0.358 0.093
C -2.445 -0.149 3.880 -0.466
O -1.289 0.621 4.165 -0.515
H -2.638 -0.764 4.760 0.245
H -2.302 -0.798 3.012 0.194
H -3.317 0.488 3.699 0.233
H -1.052 1.102 3.363 0.228
Cl -2.847 -3.664 -1.198 -0.400
Si -2.735 -1.511 -0.950 0.294
Cl -3.383 -1.061 -3.090 -0.481
Cl -4.754 -1.278 -0.123 -0.400
C 3.992 1.207 -1.571 -1.462
C 3.802 -0.007 -0.706 1.010
C 4.782 -0.965 -0.569 -0.552
C 4.619 -2.092 0.238 -0.663
C 3.413 -2.224 0.932 -0.569
C 2.395 -1.305 0.830 0.604
C 1.105 -1.467 1.583 -0.851
C 2.526 -0.142 -0.028 0.162
N 1.583 0.738 -0.178 -0.785
H 5.016 1.267 -1.950 0.375
H 3.765 2.118 -1.008 0.297
H 3.303 1.191 -2.423 0.255
H 5.722 -0.838 -1.104 0.241
H 5.406 -2.832 0.332 0.319
H 3.269 -3.084 1.583 0.264
H 1.064 -2.429 2.099 0.328
H 0.256 -1.400 0.894 -0.089
H 0.976 -0.669 2.323 0.183
N -4.583 1.853 -1.926 -0.243
C -3.722 2.783 -2.371 0.441
N -2.669 2.337 -3.080 -0.298
S -4.000 4.421 -2.138 -0.526
H -4.378 0.856 -2.009 0.004
H -5.280 2.139 -1.267 0.185
H -2.476 1.344 -3.090 0.121
H -1.921 2.975 -3.270 0.221
```



(3)
A structure of composition C23H28N4O6 in a non-equilibrium geometry, computed with ωB97M-V/def2-TZVPD.

Output
Multiplicity ... 1
Total charge ... 0
Orbital gap ... 7.668 eV
Energy above the lowest of the compared OMol25 structures with the same formula, charge and spin ... 2113.0 kJ/mol
Maximum force ... 18.510 eV Å⁻¹

XYZ file:
```
61
Properties=species:S:1:pos:R:3:mulliken_charge:R:1
C 8.396 -2.622 -0.719 -0.805
C 8.032 -2.036 0.648 -0.958
C 7.989 -3.210 1.583 -0.240
C 7.069 -4.271 1.382 -1.477
N 5.873 -3.578 1.358 -0.078
C 5.081 -3.703 0.325 0.424
O 5.371 -4.195 -0.677 -0.629
C 3.745 -2.919 0.398 0.616
O 3.472 -2.522 1.510 -0.674
N 2.941 -2.861 -0.599 0.213
N 1.689 -2.510 -0.838 -0.579
C 1.202 -2.418 -1.965 -0.701
C -0.096 -1.616 -1.909 0.445
C -0.934 -1.903 -3.224 -0.588
C -2.058 -1.212 -3.375 -1.007
C -2.734 -0.789 -2.110 0.117
C -2.075 -0.577 -0.815 0.914
C -0.804 -1.235 -0.779 -1.408
H -0.388 -1.138 -0.060 1.804
O -2.788 -0.201 0.143 -0.307
C -1.912 0.267 1.180 -1.641
H -2.653 0.597 1.916 0.321
H -1.183 0.744 0.935 0.772
H -1.697 -0.835 1.851 0.317
O -3.982 -0.166 -2.778 -0.391
C -4.717 0.709 -1.626 -0.620
C -3.670 1.958 -1.089 0.700
O -2.829 2.079 -1.982 -0.673
N -4.185 2.432 -0.046 0.030
C -3.698 3.612 0.612 -0.794
C -4.408 4.099 1.506 0.613
C -3.788 5.270 2.272 0.146
C -2.700 5.744 1.961 0.089
C -1.873 5.321 0.976 -0.826
C -2.390 4.195 0.219 -0.479
H -2.032 3.678 -0.789 0.339
H -0.967 5.809 0.499 0.303
H -2.386 6.418 2.714 0.441
O -4.502 5.721 3.392 -0.388
C -5.728 5.059 3.797 -0.900
H -6.127 5.850 4.852 0.216
H -5.661 3.942 4.251 0.275
H -6.403 5.289 3.090 0.484
H -5.225 3.697 2.001 0.526
H -4.994 2.133 0.162 0.039
H -5.603 1.176 -2.120 0.357
H -5.030 0.227 -0.594 0.291
H -2.715 -1.175 -4.098 0.676
H -0.420 -2.274 -4.181 0.228
H 1.626 -2.964 -2.734 0.448
H 3.357 -3.324 -1.525 0.283
H 5.359 -3.322 2.096 0.150
H 6.991 -4.975 2.046 0.657
H 7.209 -4.780 0.534 0.678
H 7.857 -2.818 2.788 0.252
H 8.969 -3.911 1.746 0.296
H 8.971 -1.333 0.945 0.248
H 7.223 -1.715 0.670 0.706
H 9.321 -3.223 -0.849 0.287
H 7.439 -3.304 -0.959 0.200
H 8.602 -1.612 -1.442 0.263
```



(4)
A structure of composition C16H18N4ORhSTe in a non-equilibrium geometry, computed with ωB97M-V/def2-TZVPD.

Output
Multiplicity ... 1
Total charge ... -1
Orbital gap (spin up / spin down) ... 4.609 / 4.707 eV
Maximum force ... 2.554 eV Å⁻¹

XYZ file:
```
42
Properties=species:S:1:pos:R:3:mulliken_charge:R:1
Rh 0.479 0.568 1.313 0.077
N -0.533 -3.218 3.395 -0.480
C -0.380 -2.100 2.603 0.543
S -0.089 -0.595 3.435 -0.416
N -0.449 -2.237 1.321 -1.044
N -0.239 -1.140 0.580 0.823
C -0.438 -1.195 -0.760 -0.016
C -0.647 -2.438 -1.502 -0.015
C 0.131 -2.681 -2.642 -0.271
C -0.090 -3.792 -3.427 -0.671
C -1.084 -4.698 -3.088 -0.384
C -1.826 -4.495 -1.934 -0.649
C -1.607 -3.385 -1.142 -0.243
C -0.420 0.045 -1.439 0.829
C -0.796 0.241 -2.794 -0.821
C -0.689 1.481 -3.361 -0.431
C -0.234 2.556 -2.580 -0.703
C 0.006 2.330 -1.237 -0.111
N -0.092 1.139 -0.678 -0.224
H -0.815 -3.012 4.340 0.226
H -1.018 -3.973 2.936 0.242
H 0.922 -1.988 -2.894 0.567
H 0.513 -3.947 -4.313 0.368
H -1.271 -5.557 -3.718 0.373
H -2.599 -5.203 -1.664 0.352
H -2.198 -3.227 -0.253 0.439
H -1.165 -0.605 -3.355 0.436
H -0.967 1.641 -4.395 0.421
H -0.085 3.534 -3.009 0.399
H 0.308 3.128 -0.569 0.372
Te 2.966 0.075 1.266 -0.511
C 2.496 3.952 2.222 -1.288
C 1.226 3.248 2.731 0.496
C 0.216 4.321 3.181 -1.499
O 0.683 2.503 1.720 -0.412
H 2.942 4.568 3.000 0.435
H 2.228 4.584 1.377 0.285
H 3.211 3.206 1.881 0.175
H 1.493 2.637 3.620 0.272
H -0.086 4.904 2.315 0.334
H 0.662 4.988 3.916 0.435
H -0.665 3.840 3.601 0.287
```



(5)
A cluster of 12 separate species, C3H29NO13 in total in a non-equilibrium geometry, computed with ωB97M-V/def2-TZVPD.

Output
Multiplicity ... 1
Total charge ... 0
Orbital gap ... 10.134 eV
SMILES ... CCNC(=O)O.O.O.O.O.O.O.O.O.O.O.O
Energy above the lowest of the compared OMol25 structures with the same formula, charge and spin ... 0.0 kJ/mol
Maximum force ... 1.013 eV Å⁻¹

XYZ file:
```
46
Properties=species:S:1:pos:R:3:mulliken_charge:R:1
C 1.127 1.379 0.509 -1.619
C 0.260 0.144 0.346 0.902
N 0.496 -0.451 -0.957 0.595
C 0.556 -1.787 -1.165 0.495
O 0.394 -2.641 -0.296 -0.816
O 0.852 -2.155 -2.408 -0.564
H 0.982 1.825 1.494 0.429
H 2.178 1.118 0.375 0.307
H 0.866 2.154 -0.214 0.324
H 0.467 -0.597 1.098 0.009
H -0.788 0.435 0.408 -0.367
H 0.494 0.169 -1.754 0.136
H 1.449 -1.500 -2.828 0.454
O -2.123 -2.284 0.833 -0.846
H -1.989 -1.857 1.717 0.437
H -1.219 -2.528 0.515 0.359
O 3.693 -0.800 -0.635 -0.600
H 3.252 -0.571 -1.476 0.344
H 4.594 -0.462 -0.683 0.283
O -3.354 1.330 1.551 -0.800
H -3.371 0.783 0.733 0.438
H -2.775 0.848 2.160 0.340
O -3.081 -0.278 -0.666 -0.716
H -2.698 -1.068 -0.170 0.439
H -3.849 -0.634 -1.158 0.245
O -2.223 3.411 0.163 -0.725
H -1.627 3.865 0.771 0.280
H -2.713 2.716 0.673 0.445
O 0.966 -1.163 3.753 -0.704
H 1.484 -1.570 2.998 0.392
H 1.543 -0.597 4.275 0.270
O 0.744 1.920 -3.264 -0.700
H 1.031 2.827 -3.133 0.291
H -0.183 1.870 -2.883 0.283
O -1.650 -0.781 3.162 -0.659
H -0.689 -0.872 3.396 0.386
H -2.100 -1.170 3.909 0.289
O 2.524 -0.160 -3.088 -0.704
H 1.903 0.619 -3.189 0.371
H 3.041 -0.157 -3.904 0.300
O 2.408 -2.231 1.618 -0.749
H 2.988 -1.719 1.042 0.339
H 1.681 -2.516 1.013 0.381
O -1.629 1.735 -1.895 -0.709
H -2.077 0.957 -1.501 0.263
H -1.834 2.444 -1.247 0.454
```



(6)
A structure of composition C41H38F5N3O2RhS2Te, computed with ωB97M-V/def2-TZVPD.

Output
Multiplicity ... 2
Total charge ... 0
Orbital gap (spin up / spin down) ... 7.581 / 5.689 eV
Energy above the lowest of the compared OMol25 structures with the same formula, charge and spin ... 0.0 kJ/mol
Maximum force ... 0.443 eV Å⁻¹

XYZ file:
```
93
Properties=species:S:1:pos:R:3:mulliken_charge:R:1
Rh -0.700 -3.056 -0.424 -0.960
C 4.963 -2.746 1.690 -1.358
C 4.625 -1.651 0.690 -0.132
N 3.712 -2.118 -0.356 0.371
C 4.323 -2.540 -1.615 -1.122
C 4.471 -1.389 -2.599 -0.766
C 2.391 -2.126 -0.153 0.040
S 1.357 -2.565 -1.463 -0.206
N 1.990 -1.645 1.038 0.761
C 0.942 -2.090 1.695 0.182
O 0.213 -3.092 1.398 -1.026
C 0.645 -1.429 3.000 0.789
C -0.599 -1.648 3.589 -0.607
C -0.895 -1.062 4.811 -0.808
C 0.052 -0.272 5.451 -0.462
C 1.288 -0.044 4.859 -0.759
C 1.582 -0.614 3.631 0.279
H 5.677 -2.378 2.428 0.417
H 5.404 -3.611 1.191 0.368
H 4.063 -3.070 2.212 0.232
H 5.526 -1.299 0.184 0.559
H 4.166 -0.803 1.193 -0.125
H 3.722 -3.338 -2.044 0.597
H 5.298 -2.962 -1.365 0.482
H 3.494 -0.976 -2.850 0.053
H 4.943 -1.739 -3.519 0.453
H 5.090 -0.592 -2.183 0.273
H -1.321 -2.273 3.077 0.332
H -1.862 -1.228 5.266 0.426
H -0.177 0.173 6.412 0.409
H 2.021 0.580 5.354 0.432
H 2.537 -0.441 3.153 0.290
C 3.904 4.129 3.290 -1.651
C 2.848 3.327 2.580 0.568
C 3.121 2.672 1.390 -0.840
C 2.155 1.927 0.715 1.010
C 2.559 1.257 -0.568 -1.482
C 0.870 1.856 1.259 0.527
Te -0.767 0.763 0.382 0.950
N -1.543 -1.292 -0.549 -0.446
C -2.067 -1.566 -1.719 2.003
O -1.760 -2.749 -2.151 -1.018
C -3.000 -0.715 -2.485 0.667
C -3.681 0.332 -1.872 -0.053
C -4.581 1.094 -2.598 -1.149
C -4.808 0.807 -3.938 -0.631
C -4.141 -0.247 -4.547 -0.791
C -3.239 -1.010 -3.823 -0.669
C -0.467 1.568 -1.550 1.559
C 0.020 0.762 -2.571 0.073
C 0.231 1.290 -3.833 -1.045
C -0.042 2.630 -4.068 -1.005
C -0.526 3.428 -3.045 -0.917
C -0.751 2.918 -1.767 0.466
C -1.270 3.827 -0.687 -1.494
C 0.572 2.489 2.478 1.047
C -0.791 2.416 3.116 -2.164
C 1.566 3.223 3.109 -0.799
H 4.870 4.035 2.798 0.371
H 4.014 3.800 4.325 0.357
H 3.637 5.187 3.312 0.335
H 4.120 2.729 0.970 0.340
H 3.611 0.971 -0.523 0.507
H 2.431 1.930 -1.419 0.590
H 1.976 0.360 -0.766 -0.693
H -3.538 0.520 -0.814 0.655
H -5.122 1.897 -2.114 0.520
H -5.520 1.395 -4.502 0.434
H -4.330 -0.479 -5.587 0.435
H -2.719 -1.845 -4.276 0.474
H 0.246 -0.280 -2.381 -0.075
H 0.604 0.655 -4.626 0.528
H 0.116 3.054 -5.052 0.401
H -0.747 4.472 -3.235 0.431
H -1.677 4.741 -1.119 0.543
H -0.474 4.104 0.009 0.213
H -2.063 3.350 -0.106 0.234
H -1.146 1.389 3.215 0.357
H -1.533 2.970 2.534 0.289
H -0.761 2.847 4.116 0.424
H 1.335 3.717 4.047 0.418
F -7.247 -1.648 -2.043 -0.378
C -6.195 -2.176 -1.415 0.739
C -5.779 -1.660 -0.203 0.143
F -6.421 -0.613 0.329 -0.398
C -4.670 -2.197 0.426 0.011
F -4.287 -1.627 1.574 -0.418
C -3.956 -3.265 -0.108 0.621
S -2.543 -3.913 0.712 -0.436
C -4.408 -3.767 -1.326 0.462
F -3.777 -4.781 -1.912 -0.404
C -5.505 -3.233 -1.980 0.209
F -5.899 -3.724 -3.158 -0.370
```